ORCA calculation (ωB97M-V/def2-TZVPD) on 9 unconnected molecules or ions with the total composition C20H61N3O9.

F_max, eV Å⁻¹: 1.59
SMILES string: COC[C@H](C)N.COC[C@H](C)N.COC[C@H](C)N.CCO.CCO.CCO.CCO.O.O
ΔE to the lowest compared entry with this formula, charge and spin, kJ/mol: 0.0
HOMO-LUMO gap, eV: 8.77
Charge: 0

Geometry as XYZ:
```
93
Properties=species:S:1:pos:R:3:forces:R:3:lowdin_charge:R:1
C -0.91791 3.98072 -2.70161 0.073 -0.010 -0.313 -0.126
O -1.00962 4.66146 -1.47410 -0.194 -0.739 0.091 -0.186
C 0.02195 4.22959 -0.58291 0.439 1.268 0.224 -0.202
C -0.48664 4.27960 0.84795 -1.268 -0.732 -0.267 -0.426
C 0.53742 3.92684 1.89699 0.035 0.617 0.987 -0.071
N -1.68197 3.41838 1.01077 0.153 -0.179 -0.137 0.047
H -0.01867 4.29947 -3.24719 0.010 -0.099 -0.047 0.090
H -1.78729 4.18510 -3.32800 -0.054 0.273 0.199 0.089
H -0.88034 2.89480 -2.56787 0.102 -0.005 0.053 0.061
H 0.40559 3.23953 -0.83934 -0.089 -0.089 -0.023 0.105
H 0.83225 4.96735 -0.68664 0.238 -0.348 -0.010 0.132
H -0.87805 5.28105 1.05329 0.360 0.156 -0.155 0.137
H 1.39165 4.60774 1.89611 0.149 -0.212 -0.376 0.080
H 0.87661 2.89292 1.91886 0.042 -0.021 -0.407 0.056
H 0.07794 4.10714 2.87495 -0.125 -0.158 -0.075 0.079
H -1.44722 2.42655 0.95510 0.140 0.064 0.302 0.027
H -2.30014 3.57773 0.22042 -0.020 0.194 0.076 0.060
C 1.77670 -1.48463 -1.17317 0.759 0.451 -1.228 -0.087
O 1.70792 -0.14036 -0.73427 -0.335 -0.384 0.450 -0.218
C 0.79865 0.02750 0.35304 0.342 0.131 0.823 -0.185
C -0.63061 -0.41540 0.11572 -0.231 -0.100 0.395 -0.426
C -1.30598 0.17632 -1.10175 0.010 0.225 0.009 -0.027
N -1.38420 -0.01950 1.31176 -0.088 -0.319 0.310 0.070
H 2.53334 -1.52696 -1.96433 0.021 0.226 0.100 0.086
H 0.84810 -1.73832 -1.68717 -0.126 -0.524 0.476 0.087
H 2.14620 -2.18094 -0.41678 -0.592 -0.006 0.333 0.083
H 1.14925 -0.50158 1.25763 0.184 -0.277 -0.311 0.120
H 0.88188 1.06785 0.67504 -0.440 0.158 -0.419 0.101
H -0.59643 -1.51359 0.05675 -0.142 0.038 -0.380 0.111
H -0.77993 -0.05998 -2.02838 -0.176 -0.121 -0.060 0.070
H -1.37024 1.26428 -1.02307 0.210 0.020 0.103 0.066
H -2.34283 -0.16291 -1.12936 0.079 -0.241 -0.238 0.069
H -0.97912 -0.48834 2.11905 0.246 0.322 0.161 0.047
H -2.31668 -0.43687 1.28965 0.107 0.278 -0.365 0.048
C 3.09560 1.83451 5.05834 0.263 -0.090 -0.562 -0.089
O 4.04462 0.83602 4.71654 0.042 0.326 0.139 -0.201
C 3.68076 0.16968 3.53706 -0.858 -0.813 -0.244 -0.224
C 4.70756 -0.92359 3.22850 1.470 0.459 0.407 -0.435
C 4.28329 -1.92224 2.17279 -0.671 0.428 0.215 -0.062
N 5.20995 -1.58094 4.45970 -0.627 0.015 -0.795 0.043
H 3.43383 2.32526 5.96538 0.010 0.002 0.038 0.087
H 2.09818 1.40612 5.20073 0.017 -0.043 0.069 0.090
H 3.04712 2.55187 4.23046 -0.152 0.182 0.193 0.086
H 2.68468 -0.28873 3.68337 0.059 -0.078 0.006 0.114
H 3.54698 0.85753 2.68857 0.256 0.108 0.041 0.123
H 5.59536 -0.41534 2.82618 -0.081 0.057 0.023 0.136
H 3.40518 -2.47322 2.52907 0.035 -0.112 -0.146 0.070
H 5.08367 -2.61404 1.92726 0.058 -0.016 0.090 0.079
H 4.00112 -1.36093 1.27658 -0.075 -0.188 -0.080 0.070
H 4.39799 -2.00198 4.90726 0.174 -0.032 0.244 0.069
H 5.50939 -0.81853 5.05655 -0.037 -0.175 0.264 0.062
C -0.97767 -5.63614 0.99681 -0.744 -0.077 -0.821 -0.082
C -0.47798 -4.21428 0.80988 0.495 -0.538 0.645 -0.290
O 0.63344 -3.92327 1.68060 -0.143 0.270 0.103 -0.109
H -1.76325 -5.81370 0.24904 -0.057 0.147 0.139 0.079
H -1.46016 -5.72539 1.96804 0.262 -0.214 0.125 0.076
H -0.27866 -6.45010 0.80819 0.399 0.264 0.309 0.075
H -1.28937 -3.57312 1.15322 0.117 0.346 -0.353 0.104
H -0.17239 -3.98457 -0.21078 -0.333 0.011 -0.109 0.109
H 1.45732 -4.15958 1.24661 -0.023 -0.084 -0.026 0.084
C 1.70180 -0.43963 -4.71339 -0.396 -0.100 0.150 -0.084
C 1.35687 0.94761 -4.18278 0.089 -0.764 -0.202 -0.282
O 0.10301 1.34682 -4.75073 0.049 0.009 0.102 -0.094
H 2.66488 -0.78686 -4.33721 0.091 0.126 -0.136 0.070
H 1.67092 -0.45895 -5.80239 0.231 0.042 -0.009 0.079
H 0.95630 -1.16412 -4.36999 -0.025 0.064 -0.014 0.068
H 2.14902 1.64522 -4.45652 -0.071 0.148 0.170 0.118
H 1.25865 0.87173 -3.09625 0.079 0.393 -0.005 0.091
H 0.19500 2.22315 -5.13009 -0.089 0.015 0.019 0.087
C -4.39548 -1.00430 -4.55206 -0.629 0.367 0.065 -0.092
C -3.20250 -0.10244 -4.40795 0.846 0.263 -0.063 -0.325
O -2.04650 -0.78617 -4.89302 -0.166 -0.374 -0.104 -0.094
H -5.31220 -0.49472 -4.23767 0.151 0.134 0.154 0.073
H -4.32344 -1.90335 -3.94289 0.189 -0.160 -0.236 0.073
H -4.56087 -1.21440 -5.60923 0.205 -0.410 0.060 0.076
H -2.98842 0.19549 -3.37630 -0.426 0.013 0.074 0.086
H -3.35624 0.81233 -4.99483 -0.061 -0.009 0.072 0.113
H -1.27662 -0.21018 -4.82311 -0.074 0.293 -0.045 0.029
C -5.69713 -0.83862 -0.18546 0.245 -0.683 -0.187 -0.080
C -5.24674 -1.10832 1.23814 -1.077 0.431 0.198 -0.313
O -3.93148 -1.64630 1.22167 -0.089 -0.116 0.101 -0.096
H -4.82878 -0.44458 -0.71664 -0.206 0.250 -0.132 0.062
H -6.54761 -0.16518 -0.25876 0.118 0.218 0.175 0.076
H -5.99236 -1.75958 -0.69485 0.137 -0.033 0.046 0.074
H -5.92844 -1.77782 1.77404 0.030 -0.195 -0.262 0.112
H -5.33413 -0.16843 1.79894 0.620 -0.005 0.024 0.113
H -3.86211 -2.27054 1.94893 0.119 0.047 0.025 0.089
O 2.89728 2.32231 -0.14827 -0.067 0.008 0.123 -0.058
H 2.49860 1.44129 -0.24478 0.439 0.188 -0.283 -0.011
H 3.84503 2.16726 -0.11355 0.007 -0.011 -0.023 0.038
O 0.21926 -1.70424 3.55888 -0.012 0.115 -0.102 -0.068
H 0.38817 -2.31556 2.82635 0.102 -0.259 0.051 -0.005
H 0.55810 -2.15280 4.33867 -0.032 -0.021 0.002 0.043
```
Positions in Å, forces in eV/Å.